Record 1
Computed, not measured: a structure of composition C36H30F3N4OP2PtS in a non-equilibrium geometry, with ωB97M-V/def2-TZVPD.

The calculation puts the calculated total energy at -3183.8154 hartree. As for the charge: +1. The spin multiplicity is 1. The energy relative to the best compared isomer or geometry (same formula, charge and spin) is 0.00 kJ/mol. The HOMO energy (alpha / beta) comes out at -10.1 / -10.2 eV. The gap between HOMO and LUMO (alpha / beta) comes out at 0.2251 / 0.2252 Ha.

The geometry in XYZ format:
```
78
C36H30F3N4OP2PtS ωB97M-V/def2-TZVPD
Pt -0.712 1.366 -0.605
N -0.728 -0.832 1.368
P -0.280 0.782 1.795
C -0.886 0.822 3.522
C -1.793 1.752 4.012
C -2.214 1.661 5.331
C -1.738 0.653 6.154
C -0.827 -0.270 5.662
C -0.397 -0.183 4.353
C 1.512 0.644 2.117
C 2.155 1.828 2.469
C 3.521 1.846 2.678
C 4.252 0.673 2.563
C 3.613 -0.514 2.241
C 2.250 -0.527 1.997
P -1.382 -0.927 -0.205
C -2.990 -1.722 0.076
C -3.422 -2.793 -0.700
C -4.638 -3.391 -0.418
C -5.422 -2.918 0.622
C -5.004 -1.831 1.376
C -3.795 -1.224 1.098
C -0.390 -2.230 -0.992
C 0.070 -3.320 -0.262
C 0.858 -4.275 -0.882
C 1.192 -4.140 -2.223
C 0.731 -3.054 -2.952
C -0.063 -2.100 -2.339
H -1.132 -1.425 2.087
H -2.163 2.546 3.376
H -2.917 2.382 5.721
H -2.063 0.590 7.182
H -0.444 -1.052 6.298
H 0.337 -0.882 3.975
H 1.567 2.732 2.567
H 4.017 2.770 2.929
H 5.320 0.685 2.728
H 4.181 -1.431 2.174
H 1.748 -1.442 1.711
H -2.809 -3.161 -1.510
H -4.975 -4.227 -1.011
H -6.368 -3.387 0.841
H -5.622 -1.454 2.177
H -3.468 -0.359 1.663
H -0.194 -3.415 0.782
H 1.205 -5.133 -0.324
H 1.809 -4.886 -2.700
H 0.992 -2.955 -3.994
H -0.436 -1.243 -2.886
F -3.331 5.284 -5.035
C -3.053 4.758 -3.837
F -4.227 4.476 -3.262
F -2.485 5.739 -3.114
C -2.144 3.561 -3.941
C -1.592 3.202 -5.160
C -0.715 2.126 -5.224
C -0.400 1.469 -4.047
N -0.913 1.817 -2.880
C -1.783 2.838 -2.791
S -2.339 3.123 -1.183
H -1.840 3.766 -6.048
H -0.276 1.815 -6.158
H 0.295 0.641 -4.034
N 3.950 -2.359 -0.968
C 4.543 -1.178 -1.262
O 5.683 -1.109 -1.659
C 3.720 0.069 -1.070
C 4.387 1.292 -1.045
C 3.660 2.458 -0.891
C 2.279 2.373 -0.802
N 1.635 1.210 -0.861
C 2.335 0.088 -0.979
H 4.496 -3.198 -1.085
H 3.019 -2.455 -0.607
H 5.461 1.311 -1.147
H 4.151 3.417 -0.856
H 1.668 3.262 -0.678
H 1.756 -0.823 -1.016
```

Löwdin atomic charge list, values in e, 8 entries:
1. Pt 0.629
2. N -0.379
3. P 0.907
4. C -0.345
5. C -0.079
6. C -0.065
7. C -0.058
8. C -0.058



Record 2
Computed, not measured: an isolated molecule of C2H4N4O2 in a non-equilibrium geometry, with ωB97M-V/def2-TZVPD.

The calculation puts the calculated total energy at -448.0424 hartree. The spin multiplicity is 1. The energy relative to the best compared isomer or geometry (same formula, charge and spin) is 157.49 kJ/mol. Its structure (SMILES) is Nc1nn(N)c(=O)o1. The HOMO energy comes out at -9.1 eV. The gap between HOMO and LUMO comes out at 0.3551 Ha.

The geometry in XYZ format:
```
12
C2H4N4O2 ωB97M-V/def2-TZVPD
N -2.528 0.110 0.116
C -1.172 0.067 0.082
N -0.500 -1.000 -0.292
N 0.748 -0.436 0.312
N 1.998 -1.179 0.037
C 0.874 0.957 0.067
O 1.871 1.631 -0.146
O -0.487 1.321 0.129
H -2.886 1.060 -0.151
H -2.832 -0.716 -0.395
H 2.357 -1.130 0.942
H 2.557 -0.684 -0.701
```

Löwdin atomic charge list, values in e, 8 entries:
1. N 0.150
2. C -0.446
3. N 0.171
4. N -0.131
5. N 0.083
6. C -0.443
7. O 0.110
8. O 0.105



Record 3
Computed, not measured: a structure of composition C30H32As2Ni in a non-equilibrium geometry, with ωB97M-V/def2-TZVPD.

The calculation puts the calculated total energy at -7142.0028 hartree. As for the expectation value of S²: 2.0209. The spin multiplicity is 3. The HOMO energy (alpha / beta) comes out at -6.3 / -7.0 eV. The gap between HOMO and LUMO (alpha / beta) comes out at 0.2473 / 0.2532 Ha.

The geometry in XYZ format:
```
65
C30H32As2Ni ωB97M-V/def2-TZVPD
Ni -8.707 -6.320 14.616
C -5.996 -8.464 15.572
As -7.211 -6.995 16.156
C -6.077 -5.808 17.224
C -8.180 -8.055 17.503
C -7.604 -8.410 18.735
C -8.451 -8.775 19.742
C -9.810 -8.733 19.633
C -10.339 -8.423 18.385
C -9.505 -8.261 17.266
As -10.057 -7.927 15.379
C -9.982 -9.736 14.632
C -11.933 -7.676 15.795
H -5.942 -9.295 16.263
H -5.030 -8.031 15.368
H -6.280 -8.928 14.599
H -5.303 -5.303 16.695
H -5.525 -6.479 17.914
H -6.692 -5.068 17.747
H -6.526 -8.511 18.763
H -7.960 -9.253 20.611
H -10.389 -8.773 20.528
H -11.371 -8.472 18.208
H -10.612 -9.744 13.761
H -10.325 -10.461 15.371
H -8.957 -9.883 14.330
H -12.487 -7.483 14.814
H -12.070 -6.785 16.391
H -12.262 -8.595 16.276
C -13.605 -2.630 17.416
C -12.311 -2.622 18.031
C -11.169 -2.947 17.325
C -11.318 -3.711 16.113
C -12.615 -3.742 15.548
C -13.712 -3.211 16.168
C -10.115 -4.309 15.544
C -9.981 -4.869 14.365
C -10.756 -4.591 13.156
C -11.252 -3.288 12.886
C -11.607 -2.939 11.584
C -11.415 -3.836 10.543
C -11.190 -5.173 10.825
C -10.931 -5.561 12.121
H -14.482 -2.363 17.982
H -12.148 -2.342 19.075
H -10.164 -2.816 17.805
H -12.707 -4.203 14.603
H -14.685 -3.313 15.683
H -9.221 -4.340 16.207
H -11.328 -2.498 13.629
H -12.004 -1.933 11.430
H -11.572 -3.460 9.459
H -11.168 -5.951 10.011
H -10.883 -6.594 12.381
C -6.629 -6.046 10.400
C -7.179 -7.256 10.844
C -7.753 -7.381 12.114
C -7.822 -6.290 12.944
C -7.373 -5.054 12.600
C -6.740 -4.988 11.317
H -6.248 -6.014 9.388
H -7.126 -8.120 10.172
H -8.076 -8.331 12.471
H -7.534 -4.129 13.175
H -6.349 -3.989 11.085
```

Löwdin atomic charge list, values in e, 8 entries:
1. Ni 0.046
2. C -0.247
3. As 1.168
4. C -0.260
5. C -0.413
6. C -0.103
7. C -0.114
8. C -0.074



Record 4
Computed, not measured: a cluster of 7 separate species, C25H30Cl24N3O4 in total in a non-equilibrium geometry, with ωB97M-V/def2-TZVPD.

The calculation puts the calculated total energy at -12480.1072 hartree. As for the charge: +1. The spin multiplicity is 1. The HOMO energy comes out at -12.2 eV. The gap between HOMO and LUMO comes out at 0.3559 Ha.

The geometry in XYZ format:
```
86
C25H30Cl24N3O4 ωB97M-V/def2-TZVPD
C 1.790 -4.902 -3.690
C 0.821 -3.732 -3.527
O -0.308 -4.056 -2.704
C -0.274 -3.702 -1.364
C -1.216 -4.750 -0.716
C -1.364 -4.632 0.797
O -0.649 -5.666 1.475
C 1.065 -3.584 -0.636
N 1.242 -2.092 -0.487
C 0.150 -1.507 -1.138
N 0.170 -0.363 -1.741
C 1.401 0.485 -1.767
C 1.085 1.989 -1.702
C 2.113 2.859 -0.965
C 2.522 2.392 0.446
O 3.918 2.643 0.696
C 4.759 1.701 0.270
O 4.666 1.095 -0.757
C -1.047 0.099 -2.413
C -2.106 0.684 -1.484
C -1.906 0.879 -0.124
C -2.900 1.390 0.712
C -4.133 1.686 0.143
C -4.335 1.518 -1.212
C -3.336 1.031 -2.029
N -0.898 -2.385 -1.036
H 2.226 -4.795 -4.678
H 2.623 -4.866 -2.995
H 1.217 -5.819 -3.622
H 1.331 -2.812 -3.237
H 0.415 -3.540 -4.516
H -2.174 -4.664 -1.224
H -0.839 -5.731 -0.993
H -1.046 -3.659 1.175
H -2.402 -4.800 1.063
H 0.108 -5.926 0.946
H 1.132 -3.977 0.373
H 1.950 -3.932 -1.153
H 1.215 -1.746 0.467
H 2.126 0.154 -1.038
H 1.854 0.291 -2.739
H 1.074 2.349 -2.728
H 0.098 2.199 -1.305
H 3.017 3.032 -1.538
H 1.640 3.831 -0.842
H 2.006 3.020 1.164
H 2.239 1.366 0.671
H 5.613 1.542 0.933
H -0.785 0.787 -3.208
H -1.513 -0.774 -2.864
H -0.955 0.634 0.331
H -2.686 1.489 1.760
H -4.920 2.052 0.781
H -5.305 1.763 -1.618
H -3.510 0.909 -3.089
H -1.649 -2.295 -1.719
C 3.917 5.586 2.959
Cl 4.127 4.011 3.728
Cl 2.265 5.708 2.333
Cl 4.194 6.863 4.138
Cl 5.060 5.753 1.625
C -3.359 5.519 2.454
Cl -3.192 3.996 1.545
Cl -1.865 6.451 2.336
Cl -4.689 6.456 1.770
Cl -3.693 5.149 4.142
C 6.221 -1.373 -2.652
Cl 6.993 -2.467 -3.798
Cl 7.233 -1.208 -1.218
Cl 5.970 0.200 -3.391
Cl 4.645 -2.029 -2.170
C -6.959 6.761 6.477
Cl -5.794 5.945 7.527
Cl -6.456 6.552 4.796
Cl -8.558 6.053 6.711
Cl -7.010 8.480 6.869
C -3.217 2.778 8.775
Cl -3.987 3.809 9.982
Cl -3.789 1.119 8.962
Cl -3.632 3.364 7.159
Cl -1.465 2.828 8.986
C 2.343 -8.295 -5.931
Cl 3.741 -7.275 -5.562
Cl 1.427 -8.608 -4.449
Cl 1.308 -7.467 -7.098
Cl 2.894 -9.824 -6.607
```

Löwdin atomic charge list, values in e, 8 entries:
1. C -0.071
2. C -0.215
3. O -0.046
4. C -0.464
5. C -0.072
6. C -0.231
7. O -0.060
8. C -0.019